(1)
# C22H28N2O3

A single C22H28N2O3 molecule (ωB97M-V/def2-TZVPD, OMol25).

```
55
Properties=species:S:1:pos:R:3:forces:R:3:lowdin_charge:R:1
O 2.666064 -0.012110 1.684855 0.1 0.0 0.1 0.0050
O 2.038573 -3.294725 -0.710337 0.0 -0.1 -0.1 0.0487
O -3.769506 1.278985 -2.953386 -0.1 -0.3 0.2 -0.0932
N 1.745980 1.399413 -0.224105 0.3 -0.1 0.3 0.0830
N -1.527386 0.010886 1.875615 0.0 -0.2 0.3 0.1340
C -3.625407 -0.199495 -1.151719 0.0 0.0 -0.1 -0.0163
C 0.132632 -0.976048 -2.594528 0.2 0.1 -0.1 -0.1734
C -2.223675 1.780052 -1.136130 -0.2 0.1 -0.2 0.0135
C -3.142105 -0.619499 0.064470 0.0 0.0 -0.1 -0.0105
C 1.438045 0.271055 -0.849568 0.1 0.1 -0.1 -0.1574
C 0.184477 3.050278 0.703368 -0.1 -0.3 -0.1 -0.0982
C -0.642324 1.040162 2.051250 0.0 0.3 -0.1 -0.2434
C -3.180487 0.994863 -1.748607 0.0 0.0 -0.1 -0.2773
C -3.391788 2.455125 -3.618565 0.1 0.2 -0.1 -0.0967
C 0.190454 1.128613 3.280236 0.1 0.0 -0.1 -0.0048
C 0.708176 0.361125 -2.159393 -0.2 -0.1 -0.1 -0.1109
C 1.232427 -2.017416 -2.529423 -0.2 -0.2 0.1 -0.1101
C 2.371621 -2.357343 1.758951 0.3 0.1 0.6 -0.1354
C -1.700977 1.354317 0.090108 -0.2 -0.5 0.3 -0.1252
C -0.711866 1.884436 0.970619 0.1 0.1 0.3 -0.1530
C -2.179719 0.165725 0.684853 0.0 0.3 -0.5 -0.2075
C 2.657428 -2.222373 3.251842 0.0 -0.1 -0.2 -0.2559
C 1.820504 -0.966211 -0.307025 0.0 0.1 0.3 -0.0331
C 2.320146 -1.023663 1.060325 -0.1 -0.2 -0.2 -0.3082
C 1.198134 2.715911 -0.416360 -0.1 0.3 -0.1 -0.1467
C 2.747970 -3.585948 3.922469 0.0 0.2 0.0 -0.1125
C 1.721140 -2.183681 -1.100318 -0.1 0.0 -0.5 -0.3712
H 0.719579 2.793150 -1.391491 0.1 0.0 0.0 0.1065
H -1.890217 2.711955 -1.566751 0.0 0.1 -0.1 0.1082
H -0.104101 1.082869 -2.077591 0.2 0.0 0.0 0.0833
H 3.592698 -1.677142 3.389592 -0.1 0.1 0.1 0.1112
H -3.982324 2.481634 -4.533115 0.1 0.0 0.0 0.0930
H -2.326996 2.448351 -3.878977 0.0 0.0 0.0 0.0912
H -0.217352 0.488199 4.059538 0.0 0.0 0.1 0.0813
H 1.433018 -2.888801 1.591936 0.1 -0.1 -0.1 0.1281
H 0.894700 -2.991793 -2.884511 0.1 0.0 0.1 0.1212
H 1.213861 0.813684 3.075099 0.0 0.0 0.1 0.0602
H -0.270872 -0.897398 -3.605729 0.0 0.0 0.0 0.1175
H 3.549115 -4.174943 3.481979 0.1 -0.1 0.0 0.0722
H -4.370369 -0.771380 -1.680723 -0.1 -0.1 -0.1 0.1149
H 1.816631 -4.135293 3.799681 -0.1 -0.1 0.0 0.0703
H -0.392588 3.925895 0.398865 0.1 0.1 0.1 0.1169
H -3.499811 -1.530806 0.519436 -0.1 -0.1 0.0 0.1114
H 0.218811 2.150946 3.651849 0.0 0.0 0.1 0.0835
H 3.148877 -2.957914 1.280420 -0.1 -0.1 0.0 0.1295
H 1.865093 -1.634072 3.720486 0.1 0.1 0.0 0.0994
H 0.729521 3.296503 1.614740 0.0 0.1 0.0 0.1105
H -0.685680 -1.254973 -1.926762 -0.1 0.0 0.0 0.1186
H -1.658906 -0.750556 2.519391 0.0 0.1 0.0 0.1608
H -3.612414 3.346870 -3.021681 0.0 0.0 0.0 0.0951
H 2.213254 1.231674 0.683236 0.0 -0.1 -0.3 0.1117
H 2.080036 -1.709348 -3.148754 0.0 0.0 0.0 0.1296
H 2.022609 3.435275 -0.385150 -0.1 0.0 -0.1 0.1238
H 2.945694 -3.477557 4.986728 0.0 -0.1 0.1 0.0663
H 1.415878 0.723685 -2.913486 0.0 0.1 0.0 0.1407
```
Forces are in eV/Å.

E_LUMO ... 0.6 eV
Highest occupied orbital energy ... -7.867 eV
Gap between HOMO and LUMO ... 8.5 eV
Relative energy (zero: lowest compared OMol25 entry of this formula, charge and spin) ... 1.5123 eV
E_tot ... -1190.38912 Eh

***

(2)
# C22H28N2O3

A single C22H28N2O3 molecule (ωB97M-V/def2-TZVPD, OMol25).

```
55
Properties=species:S:1:pos:R:3:forces:R:3:lowdin_charge:R:1
O -1.135980 -0.866431 0.966105 0.1 0.3 -0.2 0.1024
O -1.185122 -3.047995 0.363233 0.1 -0.1 0.2 0.0154
O 2.277968 -1.992170 2.542054 0.0 -0.3 0.0 0.0578
N 1.638422 0.168329 2.518882 0.3 0.2 -0.2 -0.0874
N -0.512151 -2.501585 2.414487 0.0 -0.2 0.2 0.1345
C 1.426345 1.324921 -1.556451 0.1 0.0 0.0 -0.0191
C -0.949031 -2.033403 1.220961 -0.1 -0.3 0.1 -0.5514
C -4.040837 -2.752870 0.022200 0.1 0.0 -0.1 -0.0320
C 3.572306 2.078181 -0.001923 -0.1 -0.1 0.1 -0.0360
C -1.713306 -2.659589 -0.902751 0.0 0.2 -0.4 -0.1171
C 0.665591 1.213667 2.757353 -0.4 0.1 0.1 -0.0336
C 2.873763 0.566848 1.871188 0.3 -0.3 0.0 -0.1042
C 2.161458 2.840619 -3.441278 -0.2 -0.1 -0.1 -0.3923
C 2.334687 2.244838 -2.065763 0.2 0.1 0.0 -0.2195
C -3.504225 -1.006856 -1.528629 0.0 -0.1 0.0 -0.0378
C -4.798490 -0.527018 -1.433576 0.0 0.1 -0.1 -0.0815
C 0.866289 3.652016 -3.519424 0.3 0.0 0.0 -0.0665
C -3.118064 -2.125078 -0.804223 0.0 0.0 0.0 -0.2115
C 1.587351 0.783855 -0.295094 0.1 0.0 0.1 -0.0093
C 0.081811 -1.568916 3.360419 0.0 0.0 -0.1 -0.2727
C 0.294658 -2.259051 4.700041 0.0 0.1 -0.2 -0.0271
C 2.663385 1.156682 0.499759 0.0 0.1 0.0 -0.2057
C -5.332144 -2.267934 0.122747 -0.1 0.0 0.1 -0.0802
C 1.439080 -1.136413 2.775796 -0.2 0.0 0.2 -0.4277
C 2.184679 1.751598 -4.515781 0.1 0.2 0.1 -0.0672
C 3.410685 2.610418 -1.267984 0.0 0.0 -0.1 -0.0295
C -5.714367 -1.155524 -0.607537 -0.1 0.0 0.0 -0.0930
H -1.055927 -1.908270 -1.354119 -0.1 -0.1 0.0 0.1268
H 0.860409 4.429499 -2.758485 -0.1 0.1 0.1 0.0813
H 3.487559 -0.337269 1.791347 -0.1 0.2 0.1 0.1304
H -6.041944 -2.760238 0.771424 -0.1 0.0 0.0 0.1018
H 2.123853 2.198184 -5.506031 0.0 0.0 -0.1 0.0755
H 4.416572 2.380122 0.602419 0.1 0.0 0.1 0.1111
H 0.437988 1.301574 3.822248 0.0 0.1 0.0 0.0950
H 1.050664 -3.034018 4.593037 0.1 -0.1 0.0 0.0834
H -5.090807 0.344654 -2.000556 0.0 0.1 0.0 0.1017
H 0.774121 4.122183 -4.496229 -0.1 0.1 -0.1 0.0754
H -3.736955 -3.618971 0.592528 0.0 -0.1 0.1 0.1181
H 3.401361 1.285106 2.510046 0.0 -0.1 -0.1 0.1327
H -6.723031 -0.777114 -0.529983 -0.1 0.0 0.0 0.0997
H 0.638972 -1.539532 5.438493 0.1 0.0 0.1 0.0857
H 4.131881 3.325273 -1.639306 0.1 0.1 -0.1 0.1097
H 1.088620 2.155426 2.415300 0.0 0.0 0.0 0.0983
H 3.105386 1.175814 -4.451092 0.1 -0.1 0.0 0.0819
H 1.345835 1.070836 -4.395015 -0.1 -0.1 0.0 0.0727
H -0.253461 1.029904 2.197570 0.0 0.1 0.0 0.0820
H 3.001262 3.519960 -3.626996 0.0 -0.1 0.1 0.1294
H -0.614001 -0.735409 3.455471 0.1 -0.1 0.0 0.1318
H -0.634012 -2.705556 5.046079 -0.1 0.0 0.0 0.0831
H -2.787652 -0.507573 -2.164097 0.1 0.1 0.0 0.1117
H 0.860893 0.077585 0.076503 -0.1 -0.1 0.1 0.0954
H 0.575036 1.022820 -2.148107 -0.1 0.0 -0.1 0.1087
H -0.151923 -3.444538 2.426162 0.0 0.1 -0.1 0.1563
H -1.686156 -3.575042 -1.501249 0.1 0.1 0.1 0.1389
H 0.000696 3.013450 -3.362174 -0.1 -0.1 0.0 0.0734
```
Forces are in eV/Å.

E_LUMO ... 0.8 eV
Highest occupied orbital energy ... -8.723 eV
Gap between HOMO and LUMO ... 9.5 eV
Relative energy (zero: lowest compared OMol25 entry of this formula, charge and spin) ... 0.8370 eV
E_tot ... -1190.41394 Eh

***

(3)
# C22H28N2O5S

A single C22H28N2O5S molecule (ωB97M-V/def2-TZVPD, OMol25).

```
58
Properties=species:S:1:pos:R:3:forces:R:3:lowdin_charge:R:1
S 0.107783 0.193287 -2.360491 -0.3 0.1 0.1 0.7005
O 0.728260 -0.988190 1.442479 0.3 0.4 0.1 -0.1481
O -3.105666 -1.799857 0.157998 -0.1 -0.4 0.0 0.0593
O 1.321161 0.905819 -2.058148 -0.1 -0.3 0.2 -0.2904
O -0.364641 0.190528 -3.716167 -0.2 -0.2 0.2 -0.2741
O 2.437716 3.883136 0.539065 -0.2 0.2 0.3 -0.0758
N -2.175790 0.050094 1.032962 0.2 0.0 0.3 -0.0357
N -1.101447 0.810454 -1.400883 0.7 -0.2 -0.6 -0.2413
C -0.790341 -2.358349 -2.004512 -0.1 -0.2 0.0 -0.0559
C -0.687570 -3.663388 -1.562465 0.0 0.2 0.0 -0.0295
C 1.452680 1.004800 2.612173 -0.1 -0.1 0.1 -0.2053
C -2.438533 0.970595 -1.904757 -0.3 0.0 -0.4 -0.1713
C 0.269662 -1.493408 -1.808878 0.2 0.5 -0.2 -0.2665
C 0.567451 -5.528520 -0.461990 0.0 0.0 0.0 -0.0442
C 1.485829 -0.501681 2.545645 0.1 0.0 -0.1 -0.1411
C -0.718065 1.561742 -0.237899 0.4 0.2 0.4 -0.1623
C -1.648436 -0.728407 2.136242 0.2 -0.5 0.0 -0.0936
C 1.946941 3.105236 1.531641 0.0 -0.1 0.1 -0.2750
C 0.830349 1.678683 3.650823 0.1 -0.2 0.0 -0.0702
C 2.024592 1.717588 1.564369 0.2 0.2 -0.1 0.0109
C 1.317813 3.774924 2.585814 0.0 0.0 -0.1 -0.0045
C 3.089809 3.263118 -0.552988 0.1 -0.1 -0.2 -0.0651
C -3.486722 0.246123 -1.030727 0.0 -0.1 0.0 -0.0568
C -2.886095 -0.604631 0.082898 -0.4 0.2 -0.2 -0.4613
C 0.472527 -4.109980 -0.933075 0.1 0.1 0.0 -0.2715
C 1.532101 -3.226320 -0.765983 -0.1 0.0 -0.1 -0.0314
C 1.432379 -1.915261 -1.199385 0.1 0.1 -0.1 -0.0583
C -0.473679 -1.642386 1.750956 -0.5 -0.2 0.1 -0.1709
C 0.776277 3.065237 3.635582 0.0 0.1 0.0 -0.0804
C -1.771182 1.423941 0.866576 0.1 0.1 -0.4 -0.0966
H -2.454060 -1.377839 2.493441 0.1 0.1 0.1 0.1312
H 0.228293 1.142173 0.098647 -0.2 0.2 0.1 0.0849
H -0.325344 -5.804088 0.095600 0.0 -0.1 0.1 0.0825
H 0.398539 1.129170 4.475391 0.0 -0.1 0.1 0.1091
H 2.437894 2.559165 -1.078443 0.1 0.1 0.1 0.0617
H -4.165752 0.967577 -0.570235 0.0 0.0 0.0 0.1160
H 3.997967 2.748135 -0.225048 0.0 0.0 0.0 0.0993
H -2.423412 0.556209 -2.913288 -0.3 0.1 0.1 0.1085
H -1.348926 1.790946 1.803561 -0.1 0.0 -0.1 0.1202
H -2.682239 2.038800 -1.984945 0.1 -0.1 0.0 0.1305
H -1.517006 -4.341082 -1.696015 -0.1 -0.1 0.0 0.1222
H 0.299594 3.592913 4.448414 0.0 0.1 0.1 0.1049
H -2.646663 2.034468 0.625491 0.1 0.1 0.1 0.1233
H 2.239875 -1.212935 -1.075403 0.1 0.0 0.1 0.1120
H -1.680737 -2.005869 -2.498059 -0.2 0.0 -0.1 0.1183
H 2.505393 1.169908 0.769658 0.1 0.0 -0.2 0.1181
H 3.362220 4.075686 -1.224130 0.0 -0.1 0.0 0.0965
H -4.087131 -0.428739 -1.641260 0.0 0.0 0.1 0.1191
H 2.517930 -0.835443 2.377902 -0.1 0.0 0.1 0.1340
H -0.746482 -2.195078 0.850255 0.0 0.0 0.1 0.1069
H -0.316321 -2.360646 2.569223 0.0 0.0 -0.1 0.1311
H -1.354164 -0.041973 2.931338 -0.1 0.0 0.0 0.1156
H 2.439216 -3.563819 -0.286631 0.1 0.0 0.1 0.1158
H 0.646438 -6.200981 -1.315863 0.0 -0.1 0.0 0.0857
H 1.438904 -5.673577 0.170847 0.0 -0.1 0.1 0.0749
H 1.128000 -0.941056 3.483551 0.0 0.0 0.0 0.1264
H -0.572637 2.626909 -0.471981 0.0 -0.1 0.0 0.1401
H 1.272087 4.851860 2.555766 0.0 0.1 0.0 0.1170
```
Forces are in eV/Å.

E_LUMO ... 0.7 eV
Highest occupied orbital energy ... -8.670 eV
Gap between HOMO and LUMO ... 9.4 eV
Relative energy (zero: lowest compared OMol25 entry of this formula, charge and spin) ... 3.0022 eV
E_tot ... -1739.01511 Eh

***

(4)
# C22H28N3O

A gas-phase ion, C22H28N3O (charge +1) (ωB97M-V/def2-TZVPD, OMol25).

```
54
Properties=species:S:1:pos:R:3:forces:R:3:lowdin_charge:R:1
O 2.814321 5.060739 4.333615 0.0 -0.1 -0.9 -0.1410
N 1.719370 3.443321 2.195142 0.3 0.5 -0.1 -0.0855
N -3.539117 -1.922798 -1.214858 0.8 -0.2 -0.7 -0.1328
N 0.600301 0.366209 -0.559168 -0.3 -0.8 0.2 0.0205
C 1.408338 4.875491 4.198836 0.6 -0.1 0.1 -0.1798
C 3.463766 5.088395 3.053259 -0.4 -0.1 0.4 -0.1703
C 3.168424 3.816865 2.224554 0.1 -0.3 0.3 -0.1080
C -1.108682 -1.682653 -1.119761 0.1 0.8 0.3 -0.0793
C -4.835137 -1.303321 -1.428615 -0.5 0.6 0.5 -0.1554
C 0.126285 -0.854488 -1.519144 0.3 -1.2 -1.4 -0.1184
C -2.381536 -1.210956 -1.272187 0.0 0.2 -0.7 -0.0957
C 2.700862 -3.821808 -1.237419 -0.2 0.6 -0.8 -0.0551
C 0.960295 1.128058 1.674897 0.1 0.0 0.5 0.0465
C -5.877340 -2.433542 -1.438031 0.0 -0.1 -0.1 -0.1509
C 1.575891 -2.996983 -1.013308 0.9 -0.2 0.3 -0.0569
C -3.618949 -3.374806 -1.087274 0.1 -0.7 0.2 -0.1458
C 0.649702 0.148166 0.762060 -0.1 -0.1 -0.2 -0.0189
C -5.126753 -3.722569 -1.068177 0.2 0.0 0.6 -0.1510
C 1.311758 2.611622 -0.102113 0.4 0.5 -0.2 0.0382
C 1.323242 -1.902817 -1.839586 -1.3 1.3 0.2 -0.1735
C 3.506017 -3.618419 -2.377263 -0.9 0.7 0.5 -0.0633
C 0.918968 1.611303 -0.970260 0.1 -0.2 -0.6 -0.0172
C 2.060239 -1.759528 -3.014390 0.5 0.2 0.1 -0.0486
C 3.164993 -2.582963 -3.261586 -0.2 -0.4 0.2 -0.0694
C 1.095060 3.530285 3.536609 0.4 -0.6 -0.2 -0.1283
C 1.357086 2.430172 1.300157 -0.4 -0.5 -0.1 -0.1893
H -4.978072 -0.632452 -0.568731 -0.4 0.1 -0.4 0.1222
H 4.540439 5.112014 3.300365 -0.5 0.1 -0.4 0.1359
H 1.796591 -0.993324 -3.748947 0.1 -0.1 0.3 0.1134
H 3.765387 -2.437036 -4.154922 -0.2 0.0 0.1 0.1075
H 0.437122 -0.873592 1.031480 -0.1 0.0 0.3 0.1366
H 0.017229 3.455504 3.407996 -0.1 -0.2 0.1 0.1299
H 0.934860 -3.225563 -0.162828 0.2 0.2 -0.1 0.1041
H 3.173216 6.003704 2.490921 0.1 -0.5 0.3 0.1324
H 2.950428 -4.609415 -0.537710 -0.2 0.0 -0.1 0.1043
H -4.905178 -0.712935 -2.355356 0.3 -0.1 0.2 0.1230
H 4.368123 -4.245866 -2.566072 -0.1 0.1 0.0 0.1061
H -6.343787 -2.544979 -2.422611 0.1 0.2 0.2 0.1110
H 0.953986 0.817587 2.704976 0.0 0.1 0.3 0.1201
H -6.672606 -2.231249 -0.721789 0.0 0.0 -0.1 0.1086
H -3.128536 -3.959407 -1.892747 0.1 0.8 0.1 0.1301
H 3.504694 3.996347 1.197131 0.0 -0.2 0.2 0.1226
H -3.133670 -3.680051 -0.149087 -0.1 0.0 -0.2 0.1197
H 1.472815 2.711563 4.182655 -0.3 0.3 -0.1 0.1326
H 1.057652 4.876276 5.239222 -0.3 0.0 -0.4 0.1359
H -5.375914 -4.545962 -1.741907 0.2 0.2 0.0 0.1095
H -5.406882 -4.062242 -0.064338 0.0 0.1 -0.2 0.1091
H 0.961232 5.714791 3.635649 0.1 -0.3 0.1 0.1339
H 3.757867 2.974506 2.682910 -0.5 0.6 -0.5 0.1421
H -0.988726 -2.741142 -0.888283 0.2 0.4 0.0 0.0809
H -0.117515 -0.306133 -2.470220 0.5 -0.3 1.0 0.1368
H 0.860278 1.790477 -2.045373 0.0 0.0 0.3 0.1434
H 1.572645 3.576761 -0.542506 -0.1 -0.3 0.2 0.1323
H -2.511079 -0.151182 -1.595872 -0.1 -0.8 0.5 0.1449
```
Forces are in eV/Å.

Net charge ... +1
E_LUMO ... -3.2 eV
Highest occupied orbital energy ... -10.615 eV
Gap between HOMO and LUMO ... 7.4 eV
Relative energy (zero: lowest compared OMol25 entry of this formula, charge and spin) ... 2.8891 eV
E_tot ... -1094.34124 Eh

***

- The lowest highest occupied orbital energy belongs to which entry?
  C22H28N3O

***

- Which formula does entry 3 have?
  C22H28N2O5S

***

- Among the records above, which one has the lowest relative energy (zero: lowest compared OMol25 entry of this formula, charge and spin)?
  number 2